Density functional theory data (ωB97M-V/def2-TZVPD) for a cluster of 2 separate species, C4H13N2O in total.

Geometry as ORCA input:
```
! RIJCOSX wB97M-V def2-TZVPD def2/J DEFGRID3
* xyz -1 1
O -1.2297 0.8372 3.3069
N 0.8796 0.2752 -0.9196
N -1.1214 1.4500 0.9859
C -0.5956 -1.2546 -2.1209
C -1.1310 0.3595 2.0904
C 2.0272 0.4746 -0.0499
C 0.3728 -1.0817 -0.9593
H 0.1187 0.8833 -0.5634
H -1.4443 -0.5703 -2.0088
H -0.0974 -1.0023 -3.0586
H -0.1946 -0.2217 1.9143
H -0.1220 -1.3774 -0.0275
H -0.6717 2.1994 1.5094
H 2.8059 -0.2532 -0.2793
H 2.4381 1.4780 -0.2254
H 1.2171 -1.7793 -1.0913
H -2.0826 1.7725 0.9201
H 1.7922 0.4006 1.0184
H -1.9686 -0.3159 1.7411
H -0.9928 -2.2738 -2.1823
*
```

## Properties
**HOMO level**: -2.7 eV
**Calculated total energy**: -9386.157 eV
**ΔE to the lowest compared entry with this formula, charge and spin**: 68.08 kJ/mol
**Frontier orbital gap**: 6.67 eV
**E_LUMO**: 3.98 eV

=====

Density functional theory data (ωB97M-V/def2-TZVPD) for a cluster of 2 separate species, CH3F2NO2S in total in a non-equilibrium geometry.

Geometry as ORCA input:
```
! RIJCOSX wB97M-V def2-TZVPD def2/J DEFGRID3
* xyz 0 1
S -0.2449 -0.7127 0.9551
F -2.4910 -0.3239 -2.4019
F -1.0036 1.1439 -2.0363
O 0.0394 -2.0949 0.6841
O -0.5840 -0.1452 2.2685
N -2.1761 0.6757 -1.5539
C 1.4298 0.2494 0.5440
H 2.2031 0.2527 1.3359
H 1.8094 -0.3277 -0.2378
H 1.0180 1.2827 0.4424
*
```

## Properties
**HOMO level (alpha / beta)**: -9.6 / -11.4 eV
**Calculated total energy**: -22934.270 eV
**ΔE to the lowest compared entry with this formula, charge and spin**: 589.79 kJ/mol
**Frontier orbital gap (alpha / beta)**: 8.44 / 9.23 eV
**E_LUMO (alpha / beta)**: -1.18 / -2.19 eV